1.
Entry from OMol25: an isolated molecule of C21H16N4O6 at a distorted geometry (wB97M-V/def2-TZVPD).

```
! RIJCOSX wB97M-V def2-TZVPD def2/J DEFGRID3
* xyz 0 1
C 0.24790 -0.24788 1.81171
O 0.69555 -0.49811 0.49673
C 0.14866 0.21561 -0.51312
C -0.75225 1.25551 -0.36097
C -1.22251 1.96708 -1.46806
C -2.14118 3.06887 -1.26547
N -2.50178 3.37354 -0.08452
N -3.32041 4.39633 0.16254
C -3.73328 4.71158 1.43303
O -4.53893 5.59819 1.61490
C -3.14976 3.88220 2.51956
C -3.97088 3.46617 3.56444
C -3.43557 2.66985 4.56197
C -2.09837 2.31311 4.46969
N -1.29958 2.73998 3.50512
C -1.80457 3.51569 2.56543
C -0.78866 1.62650 -2.74641
C 0.09600 0.57699 -2.91424
C 0.55962 -0.12214 -1.81637
O 1.47513 -1.15219 -2.00133
C 1.12518 -2.37989 -1.58203
O 0.02609 -2.67990 -1.19774
C 2.25924 -3.34061 -1.68959
C 3.54335 -2.92468 -2.03526
C 4.56537 -3.84945 -2.11727
C 4.29495 -5.18677 -1.85123
N 5.36579 -6.15454 -1.93823
O 6.46436 -5.74862 -2.24809
O 5.09761 -7.31068 -1.69642
C 3.01876 -5.61380 -1.50230
C 2.00202 -4.68454 -1.42210
H 0.80097 -0.94185 2.44189
H -0.82338 -0.44418 1.90680
H 0.45797 0.77912 2.12358
H -1.10803 1.54809 0.61213
H -2.48559 3.61855 -2.14812
H -3.71696 4.95125 -0.60196
H -5.00940 3.76274 3.57396
H -4.04227 2.32625 5.38490
H -1.63714 1.66485 5.20317
H -1.10251 3.86710 1.82240
H -1.14548 2.17298 -3.60568
H 0.43582 0.28745 -3.89630
H 3.73174 -1.88201 -2.23455
H 5.57031 -3.55799 -2.38249
H 2.84780 -6.66032 -1.30108
H 0.99829 -4.97539 -1.15302
*
```

Values from the calculation:
- Largest force on an atom: 1.3 eV Å⁻¹
- LUMO: -0.96 eV
- Orbital gap: 7.6 eV
- SMILES: COc1cc(/C=N/NC(=O)c2cccnc2)ccc1OC(=O)c1ccc([N+](=O)[O-])cc1
- Energy relative to the best compared isomer or geometry (same formula, charge and spin): 0.0 kJ/mol

***

2.
Entry from OMol25: a cluster of 5 separate species, C29H28N4O3 in total at a distorted geometry (wB97M-V/def2-TZVPD).

```
! RIJCOSX wB97M-V def2-TZVPD def2/J DEFGRID3
* xyz 0 1
O 4.29766 2.96736 -0.32036
C 3.22021 3.27843 0.06232
O 3.04669 3.62798 1.43795
C 1.65435 3.24649 1.62449
C 1.11313 3.97842 0.31830
C -0.39108 3.55802 0.31050
C -0.78169 2.20367 -0.05093
C -2.20405 1.87426 0.00203
C -3.13505 2.90584 0.41937
C -2.76969 4.27112 0.76158
C -1.34349 4.60978 0.70393
O 2.00173 3.31973 -0.63297
H 1.53447 2.14676 1.46060
H 1.07651 3.73925 2.43939
H 1.29453 5.08810 0.30015
H 0.01403 1.47761 -0.32803
H -2.54646 0.82404 -0.24251
H -4.21725 2.63783 0.48528
H -3.49096 5.05435 1.09018
H -0.96157 5.63259 0.94737
C -5.03118 -3.79394 -0.45105
C -5.27454 -2.73752 -1.31433
C -4.38551 -1.67439 -1.31607
N -3.30561 -1.60520 -0.52956
C -3.09347 -2.63661 0.29634
C -3.91838 -3.74708 0.37262
H -5.70102 -4.64444 -0.42047
H -6.13428 -2.73839 -1.97184
H -4.53202 -0.82579 -1.97653
H -2.21219 -2.55276 0.92377
H -3.69607 -4.55355 1.05881
C 6.12440 0.39436 -2.96804
C 5.88068 1.74370 -2.76710
C 6.34247 2.64009 -3.71864
N 7.01334 2.28037 -4.81881
C 7.23740 0.97350 -4.98913
C 6.81610 -0.00400 -4.10161
H 5.77917 -0.33930 -2.24870
H 5.34532 2.09250 -1.89433
H 6.17380 3.70604 -3.60779
H 7.78527 0.71133 -5.88844
H 7.02446 -1.04894 -4.29232
C -5.64330 -9.04288 -3.36966
C -5.33751 -7.75629 -3.78304
C -5.13285 -6.78771 -2.81333
N -5.21663 -7.02039 -1.49923
C -5.51469 -8.26923 -1.12466
C -5.73409 -9.30984 -2.01295
H -5.80931 -9.82904 -4.09678
H -5.25904 -7.50962 -4.83371
H -4.88788 -5.76652 -3.08763
H -5.57815 -8.42827 -0.05327
H -5.97031 -10.30233 -1.65231
C 4.04316 4.65191 6.46035
C 3.29807 3.66692 7.08965
C 2.69124 2.70068 6.30301
N 2.77891 2.66386 4.96896
C 3.50237 3.62605 4.38258
C 4.15099 4.63480 5.07888
H 4.53424 5.42454 7.04057
H 3.19050 3.64849 8.16636
H 2.10059 1.90791 6.75012
H 3.55348 3.57150 3.29871
H 4.72454 5.38679 4.55279
*
```

Values from the calculation:
- Largest force on an atom: 3.2 eV Å⁻¹
- LUMO: 0.72 eV
- Orbital gap: 9.9 eV
- SMILES: O=C1OC[C@H](c2ccccc2)O1.c1ccncc1.c1ccncc1.c1ccncc1.c1ccncc1

***

3.
Entry from OMol25: a cluster of 14 separate species, C57H87BN10O11 in total at a distorted geometry (wB97M-V/def2-TZVPD).

```
! RIJCOSX wB97M-V def2-TZVPD def2/J DEFGRID3
* xyz 0 1
C -4.48058 -1.85703 -2.41770
C -3.55875 -0.88233 -1.58475
C -2.96099 -1.59992 -0.30835
C -3.94371 -1.56302 0.93792
N -3.79036 -2.73139 1.98707
C -2.28669 -3.02878 2.29948
C -1.84159 -1.90144 3.18092
C -3.04110 -1.33576 3.86942
C -4.17822 -2.17984 3.38980
C -4.62658 -3.99658 1.71190
C -4.18192 -4.67513 0.47360
C -4.79920 -6.09105 0.39437
H -4.93722 -1.24483 -3.19538
H -5.25916 -2.37899 -1.86141
H -3.84954 -2.59602 -2.91145
H -4.05013 0.03173 -1.25136
H -2.85018 -0.46549 -2.30048
H -2.06596 -1.00840 -0.11568
H -2.74477 -2.59597 -0.69468
H -5.00258 -1.63048 0.68821
H -3.81323 -0.61328 1.45664
H -2.25063 -3.93804 2.89951
H -1.65904 -3.19145 1.42330
H -1.16033 -2.30868 3.92800
H -1.24858 -1.10561 2.73026
H -2.94050 -1.26255 4.95230
H -3.28823 -0.29976 3.63762
H -4.37305 -3.07994 3.97287
H -5.10491 -1.61366 3.29601
H -5.66721 -3.69298 1.59778
H -4.52178 -4.63744 2.58735
H -3.10658 -4.85252 0.49029
H -4.47389 -4.04540 -0.36681
H -4.51988 -6.82508 1.15021
H -4.45771 -6.58591 -0.51480
H -5.86899 -5.90387 0.30162
O 1.22283 -2.97703 2.73225
C 1.28529 -2.09975 1.87131
O 0.39126 -1.77275 0.85988
B 0.93168 -0.62510 0.13108
O 2.24204 -0.36222 0.71441
C 2.47121 -1.16575 1.74881
O 3.46434 -1.17847 2.45873
O 1.10217 -0.76800 -1.34117
C 0.29884 -0.00544 -1.95489
O 0.05156 0.07363 -3.14108
C -0.29096 0.95107 -0.91850
O 0.11865 0.57929 0.31201
O -1.01334 1.91024 -1.25278
N 3.16266 1.84957 6.02900
C 2.88337 1.28674 4.81694
C 1.69279 1.78970 4.35769
C 1.27518 2.77642 5.22071
C 2.28624 2.84159 6.22655
H 4.02160 1.76125 6.55294
H 3.58790 0.63752 4.31839
H 1.16418 1.44137 3.48268
H 0.37967 3.37908 5.18519
H 2.34200 3.43178 7.12930
N 3.17057 -4.67402 4.52192
C 4.25145 -3.89161 4.88881
C 5.11541 -4.73801 5.68336
C 4.55197 -5.99459 5.74408
C 3.28974 -5.90435 5.12543
H 2.38286 -4.45028 3.93069
H 4.17614 -2.85269 4.60356
H 5.98990 -4.45450 6.25018
H 5.01394 -6.83999 6.23222
H 2.54076 -6.66803 4.97636
N 2.55428 2.41241 -5.60010
C 2.82988 3.23861 -6.66518
C 1.92690 2.83931 -7.67437
C 1.27251 1.66789 -7.34548
C 1.60998 1.51245 -6.00524
H 3.08841 2.34199 -4.74578
H 3.54528 4.03924 -6.54856
H 1.87909 3.41936 -8.58412
H 0.63123 1.09801 -8.00152
H 1.26226 0.77596 -5.29595
N 4.75294 2.43455 2.38495
C 5.68885 1.45394 2.40382
C 6.59721 1.61466 1.34537
C 6.19983 2.73572 0.66163
C 5.05978 3.26357 1.36929
H 3.99763 2.61357 3.03113
H 5.67945 0.67912 3.15613
H 7.39560 0.96170 1.02504
H 6.71629 3.11907 -0.20597
H 4.42385 4.13448 1.30995
N 0.35681 -0.30568 6.41858
C 0.69562 -1.49160 5.90495
C -0.00544 -2.45252 6.53307
C -0.99294 -1.83354 7.28739
C -0.74135 -0.46489 7.28035
H 0.84405 0.53673 6.14827
H 1.51236 -1.49677 5.19833
H 0.01197 -3.50989 6.31383
H -1.82759 -2.27213 7.81408
H -1.10511 0.43018 7.76297
N -4.06470 3.30675 2.16681
C -3.27798 3.64615 3.20399
C -2.15330 2.74462 3.29067
C -2.24791 1.91461 2.10956
C -3.44571 2.27474 1.45053
H -4.90845 3.79862 1.90940
H -3.53579 4.52669 3.77371
H -1.39129 2.72224 4.05567
H -1.57770 1.11008 1.84507
H -3.93969 2.02842 0.52224
N 5.81781 1.14328 -4.04058
C 4.64405 0.37924 -4.19236
C 3.76216 0.69613 -3.21211
C 4.37162 1.67394 -2.44430
C 5.65850 1.96218 -2.97230
H 6.68404 1.10519 -4.55856
H 4.61234 -0.29834 -5.03277
H 2.75388 0.33604 -3.07035
H 3.76707 2.17541 -1.70305
H 6.48853 2.53854 -2.59119
N -4.41015 3.99831 -3.36949
C -4.52083 2.95055 -2.50078
C -5.79948 2.47258 -2.54472
C -6.53230 3.31367 -3.42271
C -5.64363 4.17473 -3.99785
H -3.54520 4.47850 -3.57295
H -3.66393 2.53615 -1.99050
H -6.25241 1.60186 -2.09406
H -7.56753 3.14081 -3.67733
H -5.84606 4.97732 -4.69159
N -1.68790 4.75851 -0.36126
C -0.60537 5.17060 -1.07611
C -0.40548 6.51819 -0.86621
C -1.38998 6.89324 0.05148
C -2.11721 5.75596 0.36727
H -2.06955 3.82672 -0.28247
H 0.06948 4.52265 -1.61568
H 0.41090 7.07568 -1.30112
H -1.48366 7.86455 0.51427
H -2.86555 5.56409 1.12197
C 0.81396 -2.24992 -6.95095
C 1.84668 -2.20181 -5.82304
O 2.29814 -3.47641 -5.42884
H 1.30649 -2.50097 -7.89035
H 0.31762 -1.28719 -7.07308
H 0.09915 -3.02561 -6.67625
H 1.37338 -1.72445 -4.96501
H 2.69197 -1.57874 -6.11523
H 1.48290 -3.90982 -5.16592
C -2.03150 2.00789 -4.83893
C -1.13772 3.10664 -4.37172
O -0.45957 3.90357 -5.33291
H -2.60755 1.52488 -4.04965
H -1.45415 1.24831 -5.36601
H -2.76669 2.40159 -5.54078
H -0.35589 2.74676 -3.70289
H -1.65920 3.86019 -3.78153
H 0.43952 3.58368 -5.43730
C 2.30061 -4.04681 -1.81791
C 3.51440 -3.20013 -1.90099
O 4.71102 -4.06744 -1.92177
H 1.42424 -3.40403 -1.73477
H 2.33443 -4.73965 -0.97712
H 2.17716 -4.65596 -2.71333
H 3.61274 -2.50509 -1.06711
H 3.60369 -2.68145 -2.85551
H 5.52337 -3.60293 -1.70746
*
```

Values from the calculation:
- Largest force on an atom: 3.7 eV Å⁻¹
- LUMO: -0.35 eV
- Orbital gap: 7.1 eV
- Energy relative to the best compared isomer or geometry (same formula, charge and spin): 299.2 kJ/mol